1.
ORCA calculation (ωB97M-V/def2-TZVPD) on the molecule C13H13FN4O4S2 at a distorted geometry.

Cartesian coordinates (Å):
O: -0.48 4.82 -1.01
C: -0.13 3.71 -0.67
N: -0.47 2.62 -1.46
C: -0.43 1.29 -1.19
N: -0.71 0.42 -2.11
N: -0.67 -0.83 -1.67
C: -0.38 -0.95 -0.43
S: -0.17 -2.45 0.54
O: 1.22 -2.46 0.88
O: -1.15 -2.36 1.58
N: -0.50 -3.75 -0.37
C: 0.47 -4.21 -1.34
C: 0.02 -3.85 -2.77
O: -1.29 -4.32 -3.01
C: -2.21 -3.73 -2.12
C: -1.87 -4.09 -0.67
S: -0.10 0.56 0.38
C: 0.71 3.43 0.52
C: 1.95 2.82 0.38
C: 2.76 2.62 1.49
C: 2.34 3.03 2.74
C: 1.11 3.65 2.86
F: 0.70 4.06 4.07
C: 0.29 3.87 1.77
H: -0.91 2.86 -2.35
H: 1.43 -3.76 -1.09
H: 0.54 -5.30 -1.25
H: 0.66 -4.34 -3.50
H: 0.06 -2.76 -2.90
H: -3.19 -4.12 -2.40
H: -2.20 -2.64 -2.25
H: -2.50 -3.55 0.03
H: -1.99 -5.17 -0.53
H: 2.28 2.50 -0.60
H: 3.72 2.14 1.37
H: 2.95 2.87 3.62
H: -0.66 4.38 1.89

Calculated values
Calculated total energy in eV: -52228.86376
E_HOMO in eV: -9.51
SMILES string: O=C(Nc1nnc(S(=O)(=O)N2CCOCC2)s1)c1cccc(F)c1
Multiplicity: 1
LUMO level in eV: -0.2


2.
ORCA calculation (ωB97M-V/def2-TZVPD) on a 2-piece molecular cluster, C4H11NO2 overall at a distorted geometry.

Cartesian coordinates (Å):
C: -0.24 -1.02 -3.16
C: 0.38 -0.80 -1.75
C: -0.58 -0.04 -0.82
N: -1.95 -0.63 -0.73
C: 0.12 0.07 0.51
O: 0.95 0.92 0.69
H: -0.11 -0.05 -3.68
H: -1.31 -1.12 -3.04
H: 0.16 -1.73 -3.88
H: 1.35 -0.29 -1.81
H: 0.51 -1.84 -1.41
H: -0.85 0.94 -1.20
H: -2.41 -0.47 0.16
H: -1.95 -1.66 -0.73
H: -0.03 -0.79 1.17
O: 1.33 1.45 4.58
H: 1.12 2.27 4.15
H: 0.91 0.73 4.12

Calculated values
Calculated total energy in eV: -9910.51993
E_HOMO in eV: -9.68
SMILES string: CC[C@@H](N)C=O.O
ΔE to the lowest compared entry with this formula, charge and spin in kcal/mol: 39.71
Multiplicity: 1
LUMO level in eV: 0.7


3.
ORCA calculation (ωB97M-V/def2-TZVPD) on an isolated ion of composition C10H9O4P and charge -2 at a distorted geometry.

Cartesian coordinates (Å):
O: -2.89 -2.05 -1.17
C: -3.27 -1.16 -0.33
O: -4.38 -0.56 -0.31
C: -2.27 -0.75 0.73
C: -1.42 -1.52 1.37
C: -0.53 -0.97 2.44
P: 1.27 -0.95 1.73
O: 1.91 -2.30 1.55
O: 1.94 0.04 2.67
C: 1.00 -0.14 0.06
C: 1.23 1.28 -0.01
C: 1.38 1.82 -1.29
C: 1.19 1.11 -2.47
C: 0.97 -0.19 -2.32
C: 0.92 -0.86 -1.11
H: -2.41 0.28 0.96
H: -1.43 -2.59 1.17
H: -0.70 0.13 2.73
H: -0.45 -1.70 3.29
H: 1.53 1.91 0.83
H: 1.59 2.95 -1.38
H: 1.28 1.60 -3.45
H: 1.08 -0.81 -3.23
H: 0.99 -1.91 -1.17

Calculated values
Calculated total energy in eV: -27996.36622
E_HOMO in eV: -1.17
SMILES string: O=C([O-])/C=C/C[P@](=O)([O-])c1ccccc1
ΔE to the lowest compared entry with this formula, charge and spin in kcal/mol: 0.00
Multiplicity: 1
LUMO level in eV: 5.6
Net charge: -2


4.
ORCA calculation (ωB97M-V/def2-TZVPD) on a 3-piece molecular cluster, C7H25O9P4 overall at a distorted geometry.

Cartesian coordinates (Å):
C: 1.33 2.97 -0.49
P: -0.10 3.86 0.34
O: 0.03 5.47 -0.23
P: -2.02 3.16 -0.44
H: 1.95 2.53 0.34
H: 1.03 2.16 -1.20
H: 2.02 3.68 -1.03
H: -0.41 5.99 0.47
H: -2.07 3.46 -1.84
H: -2.24 1.75 -0.29
H: -3.04 3.89 0.24
C: -2.99 -2.07 5.35
O: -3.17 -0.89 4.56
P: -2.98 -1.10 2.87
O: -2.85 0.39 2.59
O: -4.54 -1.61 2.75
C: -5.58 -0.77 3.23
O: -2.68 -1.59 1.26
C: -3.66 -1.30 0.28
H: -3.16 -1.82 6.40
H: -3.70 -2.85 5.05
H: -1.97 -2.44 5.24
H: -5.27 0.28 3.30
H: -5.91 -1.11 4.21
H: -6.42 -0.84 2.54
H: -4.06 -0.29 0.40
H: -4.47 -2.02 0.32
H: -3.18 -1.38 -0.70
C: 5.95 -0.09 -4.49
O: 5.76 -0.27 -3.08
P: 4.14 -0.11 -2.53
O: 4.54 0.03 -1.06
O: 3.83 -1.68 -2.92
C: 4.64 -2.70 -2.35
O: 2.48 0.19 -2.26
C: 1.72 -0.77 -1.55
H: 7.00 -0.24 -4.72
H: 5.35 -0.81 -5.05
H: 5.66 0.93 -4.78
H: 5.15 -2.37 -1.45
H: 5.37 -3.03 -3.09
H: 4.00 -3.55 -2.10
H: 2.27 -1.16 -0.69
H: 1.44 -1.59 -2.21
H: 0.81 -0.29 -1.20

Calculated values
Calculated total energy in eV: -63235.73976
E_HOMO in eV: -12.04
Multiplicity: 1
LUMO level in eV: -4.7
Net charge: +1


5.
ORCA calculation (ωB97M-V/def2-TZVPD) on a 2-piece molecular cluster, C4H14N overall at a distorted geometry.

Cartesian coordinates (Å):
C: -1.28 0.31 2.09
C: -1.93 -0.79 1.31
N: 0.06 0.75 1.57
H: -1.91 1.19 2.17
H: -1.22 0.03 3.16
H: -2.09 -0.53 0.24
H: -2.92 -0.99 1.74
H: 0.25 1.72 1.83
H: 0.92 0.32 1.95
H: 0.09 0.49 0.54
H: -1.35 -1.72 1.26
C: 1.77 -0.14 -1.56
C: 1.05 0.02 -2.87
H: 2.67 0.51 -1.43
H: 1.05 -0.24 -0.76
H: 2.42 -1.05 -1.67
H: 0.71 -0.97 -3.16
H: 1.62 0.52 -3.64
H: 0.09 0.57 -2.76

Calculated values
Calculated total energy in eV: -5857.73067
E_HOMO in eV: -14.51
ΔE to the lowest compared entry with this formula, charge and spin in kcal/mol: 25.90
Multiplicity: 1
LUMO level in eV: -3.7
Net charge: +1